Here is a 2-piece molecular cluster, CH3O2 overall in a non-equilibrium geometry from OMol25. Energies are from ωB97M-V/def2-TZVPD.

Results
relative energy (zero: lowest compared OMol25 entry of this formula, charge and spin) = 5.00 kcal per mole
total charge = +1
highest occupied orbital energy = -18.286 eV
molar mass = 47.0 g/mol
2S+1 = 1

Last column: Mulliken charge in e.
Atoms and positions in Å:
1 C 3.5363 0.1725 0.0012  0.18
2 O -0.1369 -0.0323 0.3050  -0.40
3 O 2.4793 -0.1939 -0.0611  -0.16
4 H -0.4117 0.4994 1.0282  0.42
5 H 0.9590 -0.1154 0.1538  0.53
6 H -0.7732 0.2168 -0.3945  0.44

Here is one molecule with the formula CH3O2P in a non-equilibrium geometry from OMol25. Energies are from ωB97M-V/def2-TZVPD.

Results
relative energy (zero: lowest compared OMol25 entry of this formula, charge and spin) = 17.06 kcal per mole
total charge = 0
SMILES string = COP=O
highest occupied orbital energy = -10.726 eV
molar mass = 78.0 g/mol
2S+1 = 1

Last column: Mulliken charge in e.
Atoms and positions in Å:
1 C 0.5133 -0.6513 0.4015  -0.54
2 O -0.4274 0.3316 0.4975  -0.35
3 P -0.7218 1.2356 -1.0707  0.54
4 O -1.8645 2.0638 -0.9073  -0.35
5 H 1.5543 -0.5228 0.9709  0.20
6 H 0.7490 -0.8388 -0.6246  0.22
7 H 0.1973 -1.6181 0.7327  0.27

Here is an isolated ion of composition CH3O2S and charge -1 in a non-equilibrium geometry from OMol25. Energies are from ωB97M-V/def2-TZVPD.

Results
relative energy (zero: lowest compared OMol25 entry of this formula, charge and spin) = 38.29 kcal per mole
total charge = -1
highest occupied orbital energy = -2.890 eV
molar mass = 79.1 g/mol
2S+1 = 1

Last column: Mulliken charge in e.
Atoms and positions in Å:
1 C -0.7934 -0.0797 -0.0610  -0.91
2 O 1.5606 1.2955 0.2118  -0.65
3 O 1.5672 -1.2164 0.3934  -0.60
4 S 1.1426 -0.0630 -0.3936  0.40
5 H -0.9801 0.7594 -0.8069  0.21
6 H -1.1430 0.3356 0.9010  0.27
7 H -1.3538 -1.0315 -0.2448  0.28

Here is a 2-piece molecular cluster, CH3O2S overall from OMol25. Energies are from ωB97M-V/def2-TZVPD.

Results
relative energy (zero: lowest compared OMol25 entry of this formula, charge and spin) = 7.63 kcal per mole
total charge = -1
highest occupied orbital energy = -4.708 eV
molar mass = 79.1 g/mol
2S+1 = 1

Last column: Mulliken charge in e.
Atoms and positions in Å:
1 O 0.9528 -1.4073 1.9886  -0.61
2 C 0.3169 -0.7630 1.1643  0.24
3 O 0.2549 0.4915 1.0074  -0.62
4 H -0.2525 -1.3267 0.3788  0.09
5 H -0.1764 0.6525 -0.4991  0.33
6 S -0.7191 0.7099 -1.8158  -0.50
7 H -0.0684 1.7969 -2.2659  0.08

Here is a 2-piece molecular cluster, CH3O3 overall in a non-equilibrium geometry from OMol25. Energies are from ωB97M-V/def2-TZVPD.

Results
relative energy (zero: lowest compared OMol25 entry of this formula, charge and spin) = 10.68 kcal per mole
total charge = 0
expectation value of S² = 0.7549
highest occupied orbital energy (alpha / beta) = -10.740 / -10.730 eV
molar mass = 63.0 g/mol
2S+1 = 2

Last column: Löwdin spin population.
Atoms and positions in Å:
1 O -0.5555 0.4379 -0.4085  0.12
2 C -1.2956 -0.2113 0.2915  0.05
3 O -0.7733 -1.1007 1.0892  0.82
4 H -2.2895 -0.0755 0.1313  0.01
5 H 1.2168 0.9438 -0.3545  0.00
6 H 1.6270 -0.4165 -0.4110  0.00
7 O 2.0701 0.4224 -0.3380  0.00

Here is an isolated ion of composition CH3O3 and charge +1 in a non-equilibrium geometry from OMol25. Energies are from ωB97M-V/def2-TZVPD.

Results
relative energy (zero: lowest compared OMol25 entry of this formula, charge and spin) = 137.83 kcal per mole
total charge = +1
highest occupied orbital energy (alpha / beta) = -18.368 / -18.479 eV
molar mass = 63.0 g/mol
2S+1 = 1

Last column: Mulliken charge in e.
Atoms and positions in Å:
1 C -0.0271 -0.1995 -0.7831  -0.46
2 O -0.6088 0.2820 0.4035  -0.06
3 O 0.7398 0.3502 2.2522  0.07
4 O -0.3132 0.5705 1.7500  0.48
5 H 0.9532 -0.6288 -0.8624  0.33
6 H 0.1738 0.4886 -1.5139  0.33
7 H -0.9177 -0.8631 -1.2462  0.30

Here is a 2-piece molecular cluster, CH3O3P overall in a non-equilibrium geometry from OMol25. Energies are from ωB97M-V/def2-TZVPD.

Results
relative energy (zero: lowest compared OMol25 entry of this formula, charge and spin) = 154.10 kcal per mole
total charge = 0
highest occupied orbital energy (alpha / beta) = -11.098 / -7.571 eV
molar mass = 94.0 g/mol
2S+1 = 1

Last column: Mulliken charge in e.
Atoms and positions in Å:
1 C -1.0104 0.3815 0.1290  -0.41
2 O 3.0392 -1.6882 0.3734  -0.33
3 O 0.0720 0.4648 -0.7746  -0.04
4 O 0.1185 1.6295 -1.4432  -0.27
5 P 1.6323 -1.8321 0.6297  0.33
6 H -0.9865 -0.6319 0.5280  0.18
7 H -1.9597 0.5657 -0.3810  0.25
8 H -0.9055 1.1107 0.9387  0.27

Here is one molecule with the formula CH3O3PS in a non-equilibrium geometry from OMol25. Energies are from ωB97M-V/def2-TZVPD.

Results
relative energy (zero: lowest compared OMol25 entry of this formula, charge and spin) = 28.21 kcal per mole
total charge = 0
expectation value of S² = 2.0106
highest occupied orbital energy (alpha / beta) = -7.302 / -10.241 eV
molar mass = 126.1 g/mol
2S+1 = 3

Last column: Löwdin spin population.
Atoms and positions in Å:
1 C -0.0883 0.0284 0.2087  0.16
2 O -0.1397 -1.0554 -0.7402  0.04
3 O -0.7355 -0.3366 1.3718  0.03
4 O -0.6010 1.1890 -0.2220  0.05
5 P 1.6564 -0.0389 0.8646  0.84
6 S 2.8929 0.1321 -0.5962  0.87
7 H -1.0328 -1.2880 -1.1656  0.01
8 H -1.7683 -0.2096 1.3966  0.00
9 H -0.1836 1.5790 -1.1178  0.00

Here is a 2-piece molecular cluster, CH3O3S overall in a non-equilibrium geometry from OMol25. Energies are from ωB97M-V/def2-TZVPD.

Results
relative energy (zero: lowest compared OMol25 entry of this formula, charge and spin) = 14.36 kcal per mole
total charge = -1
highest occupied orbital energy = -4.186 eV
molar mass = 95.1 g/mol
2S+1 = 1

Last column: Mulliken charge in e.
Atoms and positions in Å:
1 C 1.0517 0.1696 -0.1206  0.02
2 O -2.0071 -0.9706 0.2613  -0.53
3 O 0.4186 1.1344 0.2706  -0.67
4 O 0.6576 -0.9552 -0.4228  -0.75
5 S -2.3244 0.6283 -0.2769  -0.15
6 H 2.1297 0.2201 -0.1681  0.42
7 H -1.0643 -1.1272 0.0233  0.45
8 H -1.3692 1.1455 0.4510  0.20

Here is a 2-piece molecular cluster, CH3O3S2 overall in a non-equilibrium geometry from OMol25. Energies are from ωB97M-V/def2-TZVPD.

Results
relative energy (zero: lowest compared OMol25 entry of this formula, charge and spin) = 27.81 kcal per mole
total charge = -1
highest occupied orbital energy (alpha / beta) = -4.073 / -4.073 eV
molar mass = 127.2 g/mol
2S+1 = 1

Last column: Mulliken charge in e.
Atoms and positions in Å:
1 C -0.5260 1.7423 0.4757  -0.65
2 O -3.4651 1.4139 -0.1482  -0.51
3 O -3.4252 -1.0359 -0.6572  -0.53
4 O -3.3871 0.6177 -2.4619  -0.52
5 S -0.2562 0.6855 -0.8726  -0.40
6 S -3.1205 0.3435 -1.0708  0.92
7 H -1.3282 2.4554 0.1969  0.22
8 H 0.5025 2.2553 0.7142  0.22
9 H -0.7850 1.1079 1.2925  0.24

Here is an isolated ion of composition CH3O3Si and charge -1 in a non-equilibrium geometry from OMol25. Energies are from ωB97M-V/def2-TZVPD.

Results
relative energy (zero: lowest compared OMol25 entry of this formula, charge and spin) = 14.94 kcal per mole
total charge = -1
SMILES string = O=C([O-])[SiH2]O
highest occupied orbital energy = -3.370 eV
molar mass = 91.1 g/mol
2S+1 = 1

Last column: Mulliken charge in e.
Atoms and positions in Å:
1 O 1.5877 1.1181 -0.1568  -0.59
2 C 1.3455 -0.0761 -0.1209  0.30
3 O 2.0557 -1.0312 0.2835  -0.65
4 Si -0.5912 -0.4541 -0.1667  0.45
5 O -1.2614 1.0608 0.1616  -0.47
6 H -0.8795 -1.6020 0.6275  -0.16
7 H -1.3444 -0.5951 -1.4856  -0.17
8 H -0.9124 1.5797 0.8574  0.28

Here is an isolated ion of composition CH3O4S and charge -1 in a non-equilibrium geometry from OMol25. Energies are from ωB97M-V/def2-TZVPD.

Results
relative energy (zero: lowest compared OMol25 entry of this formula, charge and spin) = 86.81 kcal per mole
total charge = -1
highest occupied orbital energy = -3.851 eV
molar mass = 111.1 g/mol
2S+1 = 1

Last column: Mulliken charge in e.
Atoms and positions in Å:
1 C 0.1873 -0.8978 1.2099  -0.51
2 O 0.6465 -0.0592 -2.1241  -0.55
3 O -0.5026 2.0764 -2.3284  -0.57
4 O -0.6465 0.2649 1.0673  -0.25
5 O -0.1710 1.2316 0.1203  -0.32
6 S -0.4832 0.7568 -1.6649  0.50
7 H -0.2381 -1.3784 2.0296  0.25
8 H 1.1055 -0.3876 1.3137  0.23
9 H 0.1021 -1.6067 0.3766  0.22

Here is a 2-piece molecular cluster, CH3OS overall in a non-equilibrium geometry from OMol25. Energies are from ωB97M-V/def2-TZVPD.

Results
relative energy (zero: lowest compared OMol25 entry of this formula, charge and spin) = 5.54 kcal per mole
total charge = -1
highest occupied orbital energy = -2.858 eV
molar mass = 63.1 g/mol
2S+1 = 1

Last column: Mulliken charge in e.
Atoms and positions in Å:
1 S 0.5380 0.0835 -1.7361  -0.85
2 H 0.9505 -0.7899 -2.7286  -0.04
3 O -0.8015 -0.0972 2.2471  -0.51
4 C -0.3776 0.1324 1.0997  0.05
5 H -1.0384 0.1977 0.2047  0.18
6 H 0.7292 0.4735 0.9131  0.18

Here is a 2-piece molecular cluster, CH3OS2 overall in a non-equilibrium geometry from OMol25. Energies are from ωB97M-V/def2-TZVPD.

Results
relative energy (zero: lowest compared OMol25 entry of this formula, charge and spin) = 39.11 kcal per mole
total charge = -1
highest occupied orbital energy (alpha / beta) = -3.862 / -2.418 eV
molar mass = 95.2 g/mol
2S+1 = 1

Last column: Mulliken charge in e.
Atoms and positions in Å:
1 C -2.0342 0.2558 0.1047  -0.79
2 O 2.5196 -1.8148 -0.3286  -0.55
3 S 2.8084 1.1080 -0.3378  -0.56
4 S 2.8451 -0.6508 0.6290  0.12
5 H -2.3296 1.2794 0.2194  0.25
6 H -0.9108 0.1350 0.1033  0.31
7 H -2.8985 -0.3126 -0.3901  0.23

Here is a 19-piece molecular cluster, CH40O18S overall in a non-equilibrium geometry from OMol25. Energies are from ωB97M-V/def2-TZVPD.

Results
relative energy (zero: lowest compared OMol25 entry of this formula, charge and spin) = 0.00 kcal per mole
total charge = 0
highest occupied orbital energy = -9.227 eV
molar mass = 372.4 g/mol
2S+1 = 1

Last column: Mulliken charge in e.
Atoms and positions in Å:
1 C 2.3696 1.7933 1.5231  -0.92
2 S 1.6398 0.1244 1.0880  0.37
3 H 1.7014 2.5945 1.2595  0.07
4 H 2.7372 1.7944 2.5045  0.49
5 H 3.2608 1.8610 0.8381  0.39
6 H 1.9588 -0.5621 2.0974  -0.09
7 H 0.7488 0.5396 -3.5990  0.47
8 H 2.0661 0.4071 -2.8223  0.29
9 O 1.6220 0.1418 -3.5969  -0.78
10 H -1.8714 1.6938 2.3032  0.34
11 H -2.1480 1.1121 0.9520  0.30
12 O -1.6735 1.8661 1.3150  -0.65
13 H -1.0188 -2.0864 -2.7161  0.31
14 H -2.1821 -1.1594 -2.1307  0.29
15 O -1.7638 -2.0021 -2.0542  -0.56
16 H 3.1890 -2.0794 3.3394  0.27
17 H 1.8527 -2.9557 3.0855  0.41
18 O 2.2363 -2.1735 3.5770  -0.69
19 H 0.2188 -3.9113 1.4920  0.31
20 H 1.6197 -3.7426 1.0673  0.46
21 O 1.1059 -3.8042 1.8945  -0.71
22 H -4.0955 2.2101 0.4694  0.30
23 H -4.1569 1.0665 -0.6107  0.32
24 O -4.0030 2.0314 -0.4993  -0.66
25 H -0.6032 3.0736 0.9061  0.52
26 H -0.0158 4.5014 0.9692  0.22
27 O 0.0190 3.6863 0.5529  -0.74
28 H -1.4021 -0.9067 -0.0445  0.29
29 H -0.5379 -0.7535 1.0891  0.26
30 O -1.5144 -0.9026 0.9105  -0.70
31 H 3.0072 1.2075 -1.0881  0.29
32 H 4.2058 1.6645 -1.8900  0.28
33 O 3.6350 0.9358 -1.7835  -0.68
34 H 1.2329 -3.1505 -2.9138  0.31
35 H 1.5219 -1.6167 -2.7879  0.40
36 O 1.1212 -2.3666 -2.4008  -0.67
37 H -1.0873 1.9728 -2.7671  0.44
38 H -0.9637 1.8976 -4.2627  0.33
39 O -0.8193 1.3693 -3.4934  -0.77
40 H -2.3960 -0.0636 2.3405  0.29
41 H -2.2590 -0.6520 3.5786  0.37
42 O -2.8897 0.0846 3.1817  -0.68
43 H -1.4054 -2.6870 1.0958  0.48
44 H -1.7233 -3.5762 -0.1894  0.22
45 O -1.4074 -3.5502 0.6937  -0.69
46 H -2.6072 3.0294 -1.2973  0.39
47 H -1.2565 3.5255 -0.7166  0.40
48 O -1.7095 3.2568 -1.5446  -0.78
49 H 1.9702 -3.0040 -1.1056  0.39
50 H 3.2716 -2.8254 -0.4229  0.30
51 O 2.4905 -3.3333 -0.2498  -0.71
52 H 1.3944 3.1543 -0.4097  0.35
53 H 1.3919 2.8209 -1.9691  0.22
54 O 1.8640 2.6642 -1.1257  -0.56
55 H -3.7997 0.2996 -3.3782  0.21
56 H -2.4106 0.8872 -2.7009  0.42
57 O -3.1598 0.2713 -2.6829  -0.67
58 H 0.2349 -1.2492 3.9662  0.33
59 H 0.6230 -0.1900 4.6125  0.29
60 O -0.2326 -0.3771 4.2121  -0.66

Here is one molecule with the formula CH4BF in a non-equilibrium geometry from OMol25. Energies are from ωB97M-V/def2-TZVPD.

Results
relative energy (zero: lowest compared OMol25 entry of this formula, charge and spin) = 14.33 kcal per mole
total charge = 0
SMILES string = BCF
highest occupied orbital energy = -11.557 eV
molar mass = 45.9 g/mol
2S+1 = 1

Last column: Mulliken charge in e.
Atoms and positions in Å:
1 B -0.7138 0.6013 -0.0145  0.13
2 C 0.4564 -0.4255 0.0249  -0.22
3 F 1.7821 -0.0185 0.5260  -0.31
4 H -0.6305 1.6721 0.0505  -0.04
5 H -1.6041 0.1915 -0.4994  -0.05
6 H 0.6411 -0.9221 -0.8281  0.28
7 H 0.0688 -1.0988 0.7406  0.20

Here is CH4BrClOP as an isolated structure in a non-equilibrium geometry from OMol25. Energies are from ωB97M-V/def2-TZVPD.

Results
relative energy (zero: lowest compared OMol25 entry of this formula, charge and spin) = 71.16 kcal per mole
total charge = +1
highest occupied orbital energy (alpha / beta) = -15.817 / -15.818 eV
molar mass = 178.4 g/mol
2S+1 = 1

Last column: Mulliken charge in e.
Atoms and positions in Å:
1 C -0.9601 0.3524 0.8336  -0.77
2 O 0.0176 -0.1002 -1.9568  -0.56
3 P 0.5914 -0.4293 0.1796  0.91
4 Cl 1.0630 -2.2523 0.6897  -0.01
5 Br 2.2826 0.9243 0.3401  0.05
6 H -1.5898 0.3602 -0.1021  0.31
7 H -0.7014 1.3332 1.1734  0.35
8 H -1.4887 -0.2787 1.4583  0.38
9 H 0.7854 0.0904 -2.6160  0.34

Here is CH4BrClOP as an isolated structure in a non-equilibrium geometry from OMol25. Energies are from ωB97M-V/def2-TZVPD.

Results
relative energy (zero: lowest compared OMol25 entry of this formula, charge and spin) = 43.77 kcal per mole
total charge = +1
highest occupied orbital energy (alpha / beta) = -15.154 / -15.154 eV
molar mass = 178.4 g/mol
2S+1 = 1

Last column: Mulliken charge in e.
Atoms and positions in Å:
1 C -0.5437 -1.7257 -0.4129  -0.58
2 O 2.7005 -1.3245 1.1639  -0.36
3 P 2.7352 0.2622 0.7670  0.70
4 Cl 3.8219 0.3604 -0.8398  0.01
5 Br 0.2946 0.0318 -0.7491  0.03
6 H -0.8727 -2.2867 -1.2226  0.33
7 H 0.3014 -2.3739 0.0579  0.22
8 H -1.4532 -1.3871 0.2234  0.28
9 H 3.5555 -1.7486 1.0360  0.36

Here is CH4BrMnO as an isolated structure in a non-equilibrium geometry from OMol25. Energies are from ωB97M-V/def2-TZVPD.

Results
relative energy (zero: lowest compared OMol25 entry of this formula, charge and spin) = 0.00 kcal per mole
total charge = +1
expectation value of S² = 8.7594
highest occupied orbital energy (alpha / beta) = -12.951 / -12.950 eV
molar mass = 166.9 g/mol
2S+1 = 6

Last column: Löwdin spin population.
Atoms and positions in Å:
1 Mn -11.3469 -13.6531 -8.4408  4.87
2 Br -10.0954 -15.7528 -8.3716  0.13
3 C -12.7130 -17.9552 -6.2864  0.00
4 O -11.4352 -18.5167 -6.1691  0.00
5 H -12.8876 -17.1392 -5.5850  0.00
6 H -12.8688 -17.5431 -7.2980  0.00
7 H -13.4405 -18.7553 -6.2092  0.00
8 H -10.7419 -17.9825 -6.5531  0.00

Here is CH4BrN as an isolated structure in a non-equilibrium geometry from OMol25. Energies are from ωB97M-V/def2-TZVPD.

Results
relative energy (zero: lowest compared OMol25 entry of this formula, charge and spin) = 83.28 kcal per mole
total charge = 0
highest occupied orbital energy (alpha / beta) = -9.722 / -8.532 eV
molar mass = 110.0 g/mol
2S+1 = 1

Last column: Mulliken charge in e.
Atoms and positions in Å:
1 C -1.3660 -0.5016 0.0215  -0.99
2 N 2.5528 0.5874 0.1616  -0.38
3 Br 1.0970 -0.1256 -0.7071  0.15
4 H -1.7618 -1.2625 -0.5147  0.36
5 H -1.8559 0.5359 -0.1435  0.28
6 H -1.1772 -0.8189 1.0264  0.34
7 H 2.5111 1.5854 0.1557  0.24